(1)
# C14H32B3INO8PS2

A structure of composition C14H32B3INO8PS2 in a non-equilibrium geometry (wB97M-V/def2-TZVPD, OMol25).

Properties
E: -74001.1952 eV
gap between HOMO and LUMO: 8.66 eV
total charge: 0
HOMO: -8.3 eV
E_LUMO: 0.413 eV
strongest force on any atom: 1.27 eV/Å

The geometry in XYZ format:
```
62
Properties=species:S:1:pos:R:3:forces:R:3:mulliken_charge:R:1
C 3.541 -2.097 -2.433 -0.233 0.084 0.082 -1.104
C 3.311 -0.592 -2.589 0.202 -0.110 -0.120 0.340
O 1.985 -0.302 -3.015 -0.122 0.096 0.074 -0.399
C 1.147 -0.048 -1.909 0.234 0.054 -0.373 -0.529
B -0.369 -0.306 -2.131 -0.408 0.613 -0.601 0.036
O -0.911 -1.205 -3.025 0.444 -0.434 0.545 -0.379
B -1.799 -2.102 -2.451 -0.516 0.000 -0.548 0.093
C -1.997 -3.514 -3.094 0.131 -0.169 -0.132 -0.676
C -1.491 -4.717 -2.241 -0.031 0.042 -0.191 -0.421
C -0.792 -4.319 -0.960 0.104 -0.242 0.162 -0.716
I -0.081 -6.035 0.111 -0.006 0.022 -0.028 0.014
O -2.456 -1.748 -1.274 0.570 -0.401 0.354 -0.186
B -1.871 -0.739 -0.540 -1.197 0.253 -0.123 0.425
P -1.693 -0.745 1.399 0.379 1.178 0.302 0.430
N -1.077 0.584 1.995 0.011 -0.152 -0.057 -0.800
O -1.247 0.272 -1.213 0.813 -0.345 0.582 -0.003
H 4.375 -2.441 -3.036 0.153 -0.039 0.030 0.318
H 2.650 -2.613 -2.790 -0.057 -0.079 -0.046 0.288
H 3.707 -2.380 -1.397 0.102 -0.079 0.070 0.292
H 3.998 -0.178 -3.323 -0.071 0.074 -0.179 0.402
H 3.499 -0.070 -1.653 0.165 0.082 0.127 -0.271
H 1.301 0.962 -1.516 0.044 0.103 0.078 0.330
H 1.411 -0.728 -1.080 -0.116 -0.020 0.160 0.345
H -3.042 -3.682 -3.352 -0.148 0.080 0.097 0.323
H -1.454 -3.520 -4.037 0.015 0.067 -0.102 0.237
H -2.311 -5.394 -2.017 -0.094 -0.001 0.121 0.424
H -0.788 -5.291 -2.841 0.038 -0.079 -0.046 0.387
H 0.103 -3.730 -1.148 0.022 0.134 0.005 0.236
H -1.442 -3.812 -0.259 -0.045 0.091 0.021 0.223
H -0.883 -1.870 1.682 -0.315 -0.323 -0.023 0.053
H -2.931 -1.057 1.978 -0.041 -0.532 -0.088 -0.022
H -0.903 1.259 1.259 -0.019 0.087 0.018 0.277
C 5.588 2.035 2.695 -0.065 -0.022 -0.052 -0.580
C 4.061 2.017 2.530 0.058 -0.035 -0.005 -0.793
C 3.733 1.031 1.402 -0.107 0.167 0.125 -0.461
S 5.064 -0.183 1.402 -0.156 0.049 0.095 1.238
O 5.794 -0.068 0.163 -0.005 -0.064 -0.042 -0.642
O 4.560 -1.459 1.838 0.052 -0.086 -0.115 -0.689
C 6.025 0.573 2.710 0.043 0.200 0.086 -0.769
H 5.891 2.548 3.607 0.003 0.008 0.006 0.358
H 6.049 2.550 1.850 0.020 -0.006 -0.002 0.290
H 3.595 1.681 3.457 0.004 -0.020 0.006 0.331
H 3.666 3.007 2.306 -0.013 0.009 0.001 0.337
H 2.789 0.514 1.558 0.021 -0.061 -0.052 0.356
H 3.737 1.512 0.425 0.064 -0.038 -0.030 0.281
H 7.081 0.420 2.502 -0.014 -0.074 -0.056 0.405
H 5.747 0.081 3.641 -0.013 -0.039 -0.012 0.335
C -6.246 3.305 0.732 0.058 -0.020 0.052 -0.542
C -5.458 3.824 1.944 0.022 -0.038 -0.062 -0.564
C -4.246 2.903 2.135 -0.170 0.159 0.127 -0.775
S -3.855 2.265 0.503 0.042 0.135 0.055 1.380
O -4.081 0.833 0.500 0.110 -0.055 -0.199 -0.693
O -2.609 2.811 0.036 0.074 -0.090 -0.093 -0.709
C -5.212 3.047 -0.361 -0.252 0.054 0.085 -0.843
H -7.002 4.015 0.402 -0.009 0.008 0.005 0.362
H -6.752 2.372 0.990 -0.006 -0.011 -0.022 0.276
H -5.121 4.843 1.749 0.012 0.002 -0.017 0.294
H -6.071 3.849 2.843 -0.001 0.004 0.012 0.319
H -3.367 3.418 2.512 0.076 -0.081 -0.018 0.388
H -4.470 2.048 2.769 0.029 -0.059 -0.051 0.365
H -5.555 2.387 -1.153 0.086 -0.050 -0.003 0.404
H -4.830 3.976 -0.783 0.036 -0.001 0.001 0.372
```
Positions in Å, forces in eV/Å.

***

(2)
# C14H32BBr10N3O8

A cluster of 9 separate species, C14H32BBr10N3O8 in total in a non-equilibrium geometry (wB97M-V/def2-TZVPD, OMol25).

Properties
E: -736975.1748 eV
gap between HOMO and LUMO: 5.89 eV
total charge: +2
HOMO: -11.7 eV
E_LUMO: -5.844 eV
strongest force on any atom: 8.60 eV/Å
energy above the lowest of the compared OMol25 structures with the same formula, charge and spin: 454.3 kJ/mol

The geometry in XYZ format:
```
68
Properties=species:S:1:pos:R:3:forces:R:3:mulliken_charge:R:1
N -5.380 -20.575 -14.837 -1.008 0.731 -0.012 -0.514
H -5.621 -20.352 -13.882 0.725 -0.206 1.037 0.387
H -6.216 -21.043 -15.156 -0.199 -0.553 -0.700 0.376
H -4.537 -21.103 -15.012 0.369 -0.407 0.374 0.376
H -5.324 -19.674 -15.290 0.149 0.437 -0.567 0.376
N -14.796 -18.888 -14.709 0.575 0.489 0.109 -0.516
H -14.121 -19.341 -15.308 0.301 -0.529 -0.155 0.372
H -14.727 -17.901 -14.911 -0.516 0.680 -0.407 0.380
H -14.515 -18.940 -13.740 0.146 -0.537 0.683 0.383
H -15.720 -19.270 -14.849 -0.521 -0.009 -0.072 0.380
N -5.847 -9.267 -17.316 -1.060 0.460 -0.220 -0.504
H -6.010 -8.825 -18.209 0.583 -0.279 -1.047 0.386
H -6.799 -9.407 -17.010 -0.570 0.044 0.988 0.372
H -5.363 -8.571 -16.766 0.293 0.020 0.773 0.376
H -5.420 -10.183 -17.319 0.658 -0.164 -0.369 0.370
O -9.996 -11.151 -13.631 -0.993 -2.263 1.845 -0.666
C -10.269 -12.020 -12.783 1.418 4.400 -1.885 0.585
O -9.839 -13.247 -12.832 -0.132 -0.783 0.547 -0.491
B -10.163 -13.885 -11.551 -0.792 0.852 0.634 1.093
O -10.994 -12.859 -10.786 1.791 -2.245 0.551 -0.444
C -10.982 -11.733 -11.415 -2.315 2.114 -0.673 0.653
O -11.616 -10.740 -11.080 1.788 -1.531 -0.933 -0.606
O -11.023 -15.052 -11.709 -1.235 1.731 -0.776 -0.502
C -10.367 -16.051 -11.320 2.556 -5.364 1.108 0.557
O -10.698 -17.227 -11.251 -0.537 1.263 -0.500 -0.680
C -8.873 -15.633 -10.910 -3.058 -5.747 -0.238 0.644
O -8.911 -14.431 -10.914 0.023 8.590 -0.310 -0.517
O -8.011 -16.383 -10.605 1.555 -1.169 0.231 -0.627
Br -12.827 -24.699 -6.873 0.498 0.790 0.398 -0.133
C -13.865 -25.663 -8.149 0.170 -0.682 -0.579 -0.542
C -12.972 -25.976 -9.389 -0.722 -0.653 0.950 -0.570
Br -13.949 -27.199 -10.603 0.258 0.538 0.249 -0.169
H -14.812 -25.146 -8.304 0.349 0.145 -0.424 0.366
H -14.102 -26.555 -7.569 0.007 -0.247 -0.637 0.327
H -12.124 -26.562 -9.034 -0.077 0.076 -0.111 0.349
H -12.583 -25.131 -9.958 -0.483 0.035 0.156 0.372
Br -18.026 -5.954 -11.384 0.184 -0.313 -0.803 -0.153
C -17.135 -6.397 -13.126 -0.750 -1.294 0.502 -0.561
C -17.451 -7.896 -13.510 1.033 0.760 0.260 -0.568
Br -16.385 -8.391 -15.139 -0.664 0.375 0.536 -0.178
H -16.088 -6.213 -12.882 -0.155 -0.222 -0.451 0.359
H -17.536 -5.695 -13.858 0.176 -0.158 0.127 0.361
H -18.505 -8.127 -13.663 0.175 0.397 -0.346 0.384
H -17.071 -8.624 -12.793 0.007 0.450 0.176 0.356
Br -1.471 -11.589 -4.357 -0.494 -0.054 -0.636 -0.099
C -2.019 -11.986 -6.197 -0.436 -0.167 -0.809 -0.629
C -3.419 -12.624 -6.414 0.925 0.043 1.404 -0.566
Br -4.861 -11.552 -5.615 0.405 -0.268 -0.463 -0.128
H -1.241 -12.669 -6.538 -0.228 -0.178 -0.024 0.355
H -1.940 -11.108 -6.838 0.072 0.295 0.534 0.361
H -3.421 -13.570 -5.872 -0.298 0.037 -0.118 0.331
H -3.634 -12.808 -7.466 0.053 0.294 0.118 0.375
Br -10.219 -2.877 -10.352 0.624 0.147 -0.348 -0.134
C -8.373 -3.167 -11.020 0.380 0.746 1.281 -0.601
C -8.307 -4.645 -11.303 0.085 0.648 -0.406 -0.600
Br -6.493 -5.187 -11.919 -0.726 0.227 0.069 -0.208
H -7.711 -2.839 -10.218 -0.175 -0.389 0.302 0.370
H -8.122 -2.443 -11.794 -0.583 -0.559 -0.543 0.392
H -9.058 -4.777 -12.082 0.393 -0.868 -0.059 0.386
H -8.509 -5.225 -10.403 0.002 0.026 -0.319 0.396
Br -14.972 -4.607 -4.932 0.606 -1.172 0.978 -0.177
C -14.411 -6.186 -3.746 0.192 -0.418 -1.041 -0.682
C -14.483 -7.488 -4.654 -0.592 2.049 1.754 -0.534
Br -14.096 -9.023 -3.466 -0.174 0.584 -0.749 -0.166
H -15.101 -6.186 -2.902 -0.252 -0.183 -0.446 0.400
H -13.425 -6.030 -3.308 0.055 0.338 -0.525 0.404
H -13.808 -7.425 -5.508 -0.026 -0.280 0.319 0.385
H -15.532 -7.452 -4.949 0.191 -0.919 -0.295 0.371
```
Positions in Å, forces in eV/Å.